Here is a cluster of 10 separate species, C14H37BrFN10O19 in total from OMol25. Energies are from ωB97M-V with the def2-TZVPD basis set.

The geometry in XYZ format:
```
82
Properties=species:S:1:pos:R:3:forces:R:3:mulliken_charge:R:1
O -4.09916 0.35151 3.55974 0.468 -0.064 -0.212 -0.596
H -6.06501 -4.78815 -0.84585 -0.021 0.014 -0.009 0.301
H -1.56139 -1.96483 2.48509 -0.011 0.082 0.054 0.464
N -4.63171 -3.44311 -1.53780 -0.012 0.024 -0.076 0.816
Br 1.59861 1.44593 1.99386 0.026 0.048 0.047 -0.086
O 4.32954 -2.72851 -5.70797 -0.023 -0.055 -0.032 -0.491
H 3.22175 5.09607 4.59473 0.022 0.014 0.004 0.294
H -6.16700 -4.39227 -2.57723 -0.019 0.008 0.013 0.319
N 6.67207 4.43528 8.39193 0.000 0.006 -0.007 0.869
H 1.93811 0.27226 -7.31183 -0.001 0.133 0.052 0.266
H -2.49706 -2.04531 0.45471 0.065 0.156 0.065 0.480
H 5.51765 -2.16461 -3.71455 -0.001 -0.005 0.001 0.319
C -0.62139 -1.15405 0.01344 -0.226 0.148 0.007 -0.018
C -3.16978 -1.18127 -3.81699 -0.195 -0.012 -0.091 -0.446
H -2.97945 -0.39855 -3.09119 0.047 0.010 0.026 0.192
O 2.66767 -3.34597 -4.48874 0.022 -0.001 0.076 -0.494
H 7.30470 2.52916 8.96653 0.038 0.029 0.005 0.296
H -0.99369 0.58382 3.31882 0.060 -0.164 -0.070 0.373
C -5.49613 -4.63413 -1.75804 0.027 -0.039 -0.037 -0.820
N -2.17288 3.62921 -0.77308 -0.018 0.022 0.016 0.927
N -1.76875 -1.02108 2.15394 0.037 -0.264 -0.044 0.199
H -0.71757 1.59445 1.18212 0.020 -0.133 0.072 0.056
C 7.02336 3.02988 8.04519 -0.103 -0.037 -0.060 -0.683
O -5.17419 -2.38997 -1.27072 -0.013 0.000 0.067 -0.500
N -0.56045 -5.06711 -2.92065 -0.213 0.037 0.162 1.018
H 0.79178 -0.24196 -6.04819 -0.030 0.017 -0.057 0.117
C -0.08856 0.72772 1.39326 -0.105 0.122 -0.078 0.265
O -1.31431 -0.58809 -5.03445 0.039 0.004 0.031 -0.515
H -1.25536 4.05009 -2.61076 0.004 -0.001 0.004 0.311
N -2.51765 -0.77442 -5.09046 0.081 -0.006 0.022 0.864
H -4.23123 -1.31032 -3.99403 0.009 0.030 -0.044 0.350
O -3.19741 -0.66332 -6.08029 -0.028 0.007 -0.005 -0.553
H -0.05675 -2.04023 0.33818 -0.017 0.062 -0.055 0.294
H -2.87021 0.91545 0.90623 0.066 -0.116 -0.111 0.543
O 0.12537 0.00872 0.19968 0.024 -0.166 0.163 -0.237
O 5.34028 3.65653 4.68677 0.071 -0.069 0.032 -0.507
H -0.93590 -3.03727 -2.91849 -0.004 0.051 -0.011 -0.288
C -2.87276 0.08154 0.19663 -0.088 0.020 0.083 -1.280
O 7.53576 5.10334 8.91485 0.015 0.009 0.001 -0.516
H 2.78025 4.43063 2.97972 0.005 -0.001 0.002 0.223
H -2.70043 -2.10645 -3.50516 -0.016 -0.019 0.044 0.022
H 6.15430 2.57700 7.58425 0.022 -0.017 -0.013 0.282
H 3.96702 -1.81520 -2.88287 -0.006 -0.001 -0.006 0.267
C -0.95749 3.69262 -1.63277 -0.020 0.031 -0.049 -0.721
C 4.55636 -2.55912 -3.41037 0.062 -0.038 -0.003 -0.777
C -0.08564 -3.67367 -3.12658 0.075 -0.024 -0.036 -0.113
O -4.05317 -0.45920 5.55049 0.142 0.002 -0.061 -0.486
O 1.86921 2.00322 -5.35625 0.004 0.045 -0.008 -0.570
H 7.86670 3.06532 7.36263 0.024 0.016 0.030 0.272
H -4.46356 2.04434 6.02565 0.008 -0.011 0.017 0.299
H -3.62030 2.51188 4.50901 -0.003 -0.007 -0.002 0.305
H -4.85378 -5.47456 -1.99126 0.003 0.008 -0.005 0.332
O 3.27703 0.55712 -4.60745 -0.022 -0.006 0.044 -0.536
O -3.42892 -3.58280 -1.64491 0.156 -0.003 0.161 -0.395
H -2.50218 0.46161 -0.75674 -0.084 -0.065 0.071 0.035
O -0.01103 -5.73404 -2.06890 0.082 -0.030 0.014 -0.591
N 3.79765 -2.91623 -4.63906 0.001 0.225 -0.064 0.840
H 4.25425 5.43938 3.18974 0.004 0.009 0.016 0.292
H -2.64106 -0.73951 2.61800 -0.171 0.168 0.032 0.196
H 0.23376 -3.55927 -4.15741 -0.036 -0.075 -0.006 0.306
O -3.23152 3.95585 -1.24563 -0.007 -0.030 -0.026 -0.513
C 3.58634 4.71473 3.64549 -0.036 -0.015 -0.046 -0.686
O -2.01977 3.24074 0.37791 0.106 -0.066 0.022 -0.571
H 0.16008 -0.72418 3.00183 -0.102 0.051 -0.190 0.474
O -1.51124 -5.42769 -3.58198 0.043 0.005 -0.114 -0.566
H -3.90888 -0.24354 0.07110 0.184 0.033 -0.036 0.336
C -2.00473 -1.08843 0.66039 -0.101 -0.039 -0.059 -0.023
H -0.53783 2.69058 -1.67798 0.014 0.004 0.019 0.263
F -0.82990 -1.26305 -1.32502 0.109 0.011 -0.048 -0.144
N 4.39803 3.50328 3.94784 0.030 0.068 0.052 0.919
C 1.83985 -0.10785 -6.29960 0.029 -0.186 0.004 -0.288
H -2.72192 1.73387 5.86829 -0.013 -0.010 0.024 0.306
H -0.25768 4.36747 -1.14894 0.011 -0.016 0.009 0.284
C -3.66318 1.80735 5.33069 -0.087 0.063 -0.052 -0.710
O 4.06808 2.44442 3.44448 -0.065 -0.009 -0.036 -0.580
N 2.37804 0.90424 -5.35201 0.004 -0.101 0.049 0.961
N -3.95639 0.45607 4.77554 -0.240 -0.016 0.200 0.877
H 2.40995 -1.01941 -6.16467 -0.020 -0.014 -0.052 0.105
H 4.65477 -3.46442 -2.81822 -0.023 0.007 0.014 0.308
O 5.54951 4.81759 8.12992 -0.033 -0.001 -0.003 -0.521
C -0.62374 -0.10619 2.55764 -0.075 0.147 0.135 -0.895
H 0.73225 -3.49092 -2.44122 0.028 -0.010 -0.047 0.275
```
Forces are in eV/Å.

Output
LUMO level, eV: -3.43
Kohn-Sham gap, eV: 9.0
Charge: +1

---

Here is a structure of composition C29H30IN5O2PV at a distorted geometry from OMol25. Energies are from ωB97M-V with the def2-TZVPD basis set.

The geometry in XYZ format:
```
69
Properties=species:S:1:pos:R:3:forces:R:3:mulliken_spin:R:1
C -3.28270 -3.34972 4.55839 0.012 -0.132 -0.015 0.000
C 1.72285 4.16927 -2.94113 0.036 0.481 -0.617 -0.001
C -3.10936 -1.95587 4.43782 0.086 0.114 -0.140 0.001
H -4.03276 0.88005 6.08846 0.001 -0.019 0.017 0.000
N 1.01449 3.22757 -2.08061 0.087 -0.713 0.083 0.002
H 3.84375 -5.17195 2.26523 -0.026 -0.018 0.028 0.000
C -3.69743 -1.12012 5.41612 -0.008 0.114 0.011 -0.001
C -1.69750 -4.10146 -0.77250 -0.097 0.018 -0.009 0.004
C 2.41930 -4.72477 0.73334 0.071 0.022 -0.027 0.000
H 0.08995 2.41497 -4.55661 -0.019 -0.008 -0.003 0.000
N 0.07339 3.60424 -1.20403 -0.154 0.059 -0.150 0.003
H 1.76940 5.11484 -2.40513 0.041 -0.063 0.117 0.000
C 1.27305 -2.99789 2.58205 0.007 0.014 -0.065 0.010
C 1.02363 4.37270 -4.30325 -0.146 -0.148 0.249 0.001
C 0.71169 -3.12172 1.30910 -0.018 -0.025 -0.120 -0.008
C -1.70185 -2.75465 -0.41027 0.180 0.126 -0.022 0.008
O 1.88487 -0.18823 0.84439 0.983 0.549 1.245 -0.040
H -2.59034 -0.81898 -0.75862 -0.061 0.019 -0.013 -0.013
C 2.38746 -3.74271 2.92708 -0.029 0.018 0.014 0.001
C -3.43379 -3.66615 -2.38054 -0.005 -0.040 -0.019 0.000
C -2.57109 -1.86574 -1.04981 0.112 -0.059 -0.005 -0.021
H 0.43056 3.26866 -6.04815 0.000 -0.054 -0.015 0.000
C -2.35826 -1.40770 3.34283 -0.085 -0.104 0.112 0.000
N -0.39440 2.55155 -0.67497 -0.014 0.357 0.135 0.003
H -0.11508 6.12660 -3.72087 -0.053 -0.005 0.023 0.000
C -2.72925 -4.20982 3.65815 -0.059 -0.056 0.054 0.000
C -3.58332 0.23452 5.34754 -0.078 -0.141 0.108 0.000
H 1.79447 1.33767 -2.66264 0.017 -0.029 0.043 0.001
C 0.82127 3.05865 -5.05404 0.111 0.109 0.029 0.000
H -4.11651 -4.03052 -3.13643 0.010 0.031 -0.015 0.000
C -1.78038 -2.33449 2.42604 0.201 -0.104 -0.178 0.007
H 3.28656 -2.04642 -1.43191 -0.067 -0.033 -0.029 -0.001
H -1.04019 -4.80764 -0.28357 -0.102 -0.004 0.004 0.000
C 1.11608 1.90181 -2.04706 -0.275 0.407 -0.097 0.022
H 0.98216 -2.18088 -1.29232 -0.025 -0.152 -0.082 -0.007
C -2.56107 -4.54957 -1.76099 0.058 -0.010 0.029 0.001
P -0.71972 -2.05609 0.94765 -0.712 -1.343 0.525 -0.133
N 1.28357 -1.21981 -1.42102 0.121 -0.003 0.060 0.014
H 1.71962 4.98822 -4.87711 0.028 0.027 0.025 0.000
C 2.89958 -0.92488 0.37039 0.832 -0.810 -0.696 0.012
C -2.29421 0.00740 3.33029 0.244 0.126 -0.268 0.015
H -4.24304 -1.58884 6.22478 -0.013 0.012 -0.007 0.000
H 0.83359 -2.31772 3.30208 0.008 -0.042 0.056 -0.002
C -0.28958 5.13513 -4.13927 0.142 0.008 -0.033 0.000
C 1.29574 -3.98935 0.38255 -0.056 0.007 0.002 -0.002
H -2.86086 -5.27893 3.75128 -0.002 0.011 0.009 0.000
C -1.97175 -3.69114 2.60512 -0.041 0.217 0.053 -0.003
H -0.77343 5.25825 -5.10706 -0.014 0.014 0.009 0.000
H 1.09146 -1.00718 -2.39445 -0.094 0.021 -0.026 0.010
H -1.51532 -4.39206 1.92003 0.007 -0.026 -0.016 -0.001
C 2.74054 -1.15357 -1.13768 0.035 0.006 0.414 0.010
H -2.55012 -5.59461 -2.04054 -0.046 0.006 -0.002 0.000
H 2.80435 -3.65928 3.92134 0.023 0.052 -0.016 0.000
H 0.85076 -4.16103 -0.59149 0.098 0.116 0.001 0.000
V 0.29665 -0.06114 0.14970 -0.731 -0.432 -0.494 2.133
H 1.76006 2.51191 -5.17911 -0.024 -0.024 -0.005 0.000
I -1.39292 1.19566 1.79882 -0.575 0.171 0.526 -0.007
C -3.43835 -2.32362 -2.02783 -0.052 0.011 -0.071 0.010
C 2.96368 -4.60139 2.00123 0.077 -0.014 -0.017 -0.001
H -2.79517 1.87851 4.21581 0.000 -0.017 0.012 0.000
H 2.86344 -5.40141 0.01513 -0.020 -0.013 0.010 0.000
N 0.22946 1.45259 -1.16804 0.195 0.947 -0.646 -0.014
H 3.18475 -0.29735 -1.64661 -0.023 -0.001 -0.044 -0.004
H 2.73310 3.78738 -3.08125 -0.001 -0.056 0.095 0.000
C -2.87352 0.80046 4.28001 0.146 0.206 -0.201 -0.005
H -3.87041 -3.72604 5.38611 0.016 0.022 0.015 0.000
H -4.12268 -1.64169 -2.51452 0.006 0.021 0.030 0.000
H -0.98442 4.60504 -3.48462 -0.031 -0.008 -0.016 0.000
O 3.80030 -1.34829 1.01970 -0.238 0.269 0.033 -0.006
```
Forces are in eV/Å.

Output
Spin multiplicity: 3
LUMO level (spin up / spin down), eV: -6.43 / -6.15
Relative energy (zero: lowest compared OMol25 entry of this formula, charge and spin), kcal/mol: 0.0
Kohn-Sham gap (spin up / spin down), eV: 7.2 / 7.5
Charge: +2

---

Here is a structure of composition C25H20BrCl5N4O2ReSSe from OMol25. Energies are from ωB97M-V with the def2-TZVPD basis set.

The geometry in XYZ format:
```
60
Properties=species:S:1:pos:R:3:forces:R:3:mulliken_spin:R:1
C -1.94514 1.84774 5.21170 0.011 0.005 -0.008 -0.001
Br -2.37553 -0.39591 -0.47949 0.165 0.023 -0.067 0.085
H 0.32023 -4.96362 -3.34092 0.001 0.005 0.003 -0.001
C -0.59092 1.28400 -2.83921 -0.100 -0.110 -0.084 -0.030
H -3.31566 0.55578 4.16929 -0.001 0.002 0.005 0.000
C -1.02959 2.54506 2.68919 0.069 0.093 -0.028 -0.002
C -1.34342 0.89297 -5.13451 0.019 0.042 0.008 -0.011
N 2.97646 1.74274 0.07404 -0.107 -0.020 0.003 0.005
C -0.19274 -3.24061 0.08775 -0.010 -0.023 -0.005 0.028
C -0.91185 2.78335 5.06560 -0.009 -0.003 0.002 0.000
H 1.63002 -3.21926 -4.11531 -0.020 -0.004 0.002 0.000
Se 1.24514 -0.83182 -0.66989 0.396 -0.512 -0.033 -0.084
C -0.73543 -4.49764 -0.17552 0.020 -0.009 0.022 0.001
C 1.57951 -2.58774 -3.22899 0.019 -0.007 -0.037 0.000
H -1.28474 -5.00188 0.61291 0.002 0.000 -0.004 0.000
H 0.50065 -2.03211 1.74104 0.002 -0.006 -0.004 0.003
C 4.25673 1.95170 0.35104 0.021 0.020 0.012 -0.001
C 3.67122 3.09306 2.31867 -0.004 0.005 0.004 0.001
O -0.08944 4.36292 1.07724 -0.005 0.025 -0.058 0.001
C -1.03441 2.20557 -5.48586 -0.002 -0.027 0.036 0.018
Cl 0.52337 3.64077 -2.12389 0.044 -0.070 0.118 0.016
Cl -1.46308 -1.20864 -3.50731 -0.050 -0.054 0.019 0.005
C -1.11868 0.44131 -3.83383 0.039 0.119 -0.009 0.034
C 2.10032 2.20863 0.96070 0.227 -0.089 0.227 -0.012
H -1.84621 1.74596 7.25166 0.002 0.000 0.004 0.000
N 2.38346 2.86890 2.08230 -0.083 0.029 -0.027 0.002
H 3.90325 3.64721 3.22155 -0.003 -0.006 0.003 0.000
C -0.46928 3.05151 -4.53965 0.008 -0.019 -0.008 -0.012
Cl -1.99927 -0.15923 -6.32541 -0.010 -0.013 -0.014 0.000
C -1.18595 -6.47435 -1.66954 -0.005 0.001 0.005 0.000
H -1.87873 -6.76105 -0.87926 0.004 -0.001 0.001 0.000
N -2.43047 1.53640 6.46124 -0.001 0.006 -0.001 0.000
N 0.76449 1.95851 0.67592 -0.206 0.098 -0.520 0.021
H -1.72768 -6.48487 -2.61619 0.002 0.000 0.000 0.000
H -2.49139 1.16410 1.92894 -0.019 0.008 -0.005 -0.003
H -0.45684 -3.44015 2.20239 -0.027 -0.005 -0.005 -0.001
C -0.35509 -2.64750 1.46111 -0.008 -0.006 -0.004 -0.012
S -0.42329 2.97954 1.11534 -0.097 -0.324 0.163 0.010
C -2.05622 1.61455 2.81110 0.045 -0.042 0.022 0.005
H -2.97014 0.69338 6.55184 -0.002 -0.007 0.000 0.000
C 0.16078 -4.47500 -2.38503 0.003 -0.020 -0.002 -0.001
C -0.45664 3.13194 3.81342 -0.005 0.036 0.010 0.001
H 2.59863 -2.44124 -2.86290 -0.002 -0.001 0.007 0.002
H 5.71646 2.82123 1.68523 -0.002 0.003 -0.002 0.000
C -2.50982 1.27226 4.06768 -0.004 -0.009 -0.013 0.000
C -0.24296 2.57192 -3.25316 -0.050 0.000 -0.120 -0.001
H 0.34449 3.84838 3.69515 -0.014 -0.004 -0.007 0.000
H -1.24403 -2.01617 1.50657 0.024 0.010 0.002 0.001
H 4.97063 1.56003 -0.36536 -0.005 -0.001 0.004 0.000
C 0.48510 -2.59452 -0.94282 -0.042 0.104 0.069 -0.027
Cl -1.32530 2.76922 -7.07941 -0.005 0.013 -0.031 0.002
Cl -0.04580 4.66099 -4.96674 0.007 0.013 0.004 -0.001
Re -0.26841 0.89563 -0.80154 -0.357 0.469 0.270 0.972
O -1.43232 2.43653 0.14276 0.052 0.243 0.093 -0.001
H 1.19806 -1.61098 -3.52983 0.037 -0.027 0.018 0.002
C -0.58916 -5.11895 -1.40471 0.007 0.004 -0.012 0.000
H -0.47491 3.23902 5.94563 -0.002 0.000 0.001 0.000
C 4.67231 2.64294 1.47724 -0.002 -0.015 -0.019 0.000
H -0.40857 -7.23881 -1.72888 0.001 0.001 -0.001 0.000
C 0.71779 -3.22371 -2.17111 0.032 0.057 -0.008 -0.010
```
Forces are in eV/Å.

Output
Spin multiplicity: 2
LUMO level (spin up / spin down), eV: -1.50 / -1.10
Relative energy (zero: lowest compared OMol25 entry of this formula, charge and spin), kcal/mol: 28.5
Kohn-Sham gap (spin up / spin down), eV: 6.3 / 6.8

---

Number 1: E_tot -5205.5437 Eh. Number 2: E_tot -3129.9175 Eh. Number 3: E_tot -9087.0726 Eh.